This record from the OMol25 dataset describes a molecular structure, C4H12NO2S in a non-equilibrium geometry. The level of theory is ωB97M-V with the def2-TZVPD basis set.

Geometry (Å):
1 H 2.026 -0.732 -0.785
2 C 1.791 0.330 -0.835
3 C -1.040 -1.083 0.784
4 H 1.529 0.561 -1.874
5 H 0.470 1.602 -0.138
6 H -2.389 0.248 -1.381
7 O -1.001 2.274 -1.542
8 H -0.274 -0.766 -1.090
9 C -1.730 0.765 -0.680
10 O 2.052 -1.012 2.444
11 H -2.452 0.986 0.120
12 H -1.124 -0.621 1.769
13 H -2.021 -1.446 0.444
14 C -0.554 -0.079 -0.281
15 H 1.357 -1.625 2.052
16 H 2.658 0.908 -0.506
17 S -0.027 -2.603 0.798
18 H -1.845 1.976 -1.170
19 N 0.676 0.630 0.081
20 H 1.897 -0.312 1.789

Output
HOMO level   -3.14 eV
Maximum force   3.891 eV/Å
Charge   -1
ΔE to the lowest compared entry with this formula, charge and spin   3.810 eV
HOMO-LUMO gap   0.2262 Eh

Löwdin atomic charge list, values in e, 4 entries: H 0.062; C -0.133; C -0.676; H 0.073